Version one
# C6H12O4S

The molecule C6H12O4S (the ωB97M-V functional and the def2-TZVPD basis, the OMol25 dataset).

As for the highest occupied orbital energy: -8.8511 eV. Its SMILES is C[C@H]1S[C@H](O)[C@H](O)[C@@H](O)[C@H]1O. Its orbital gap is 9.17 eV. For the molecular weight, the calculation gives 180.22 g mol⁻¹. For the lowest unoccupied orbital energy, the calculation gives 0.322 eV.

The geometry in ORCA input format:
```
! wB97M-V def2-TZVPD RIJCOSX def2/J DEFGRID3
* xyz 0 1
C -2.97 -0.15 0.19
C -1.46 -0.38 0.43
C 0.90 -1.66 -0.37
C 1.39 -0.23 -0.53
C 0.79 0.82 0.45
C -0.71 0.98 0.27
H -3.24 0.07 -0.89
H -3.33 0.72 0.75
H -3.53 -1.03 0.58
H -1.31 -0.77 1.41
H 1.42 -2.22 -1.19
H 2.13 -1.95 1.07
H 1.18 0.07 -1.54
H 3.32 -0.35 -1.16
H 1.09 0.52 1.43
H 2.34 1.93 0.05
H -1.12 1.66 1.07
H -0.32 2.36 -0.99
O 1.16 -2.13 0.87
O 2.79 -0.24 -0.35
O 1.36 2.09 0.14
O -1.03 1.63 -0.97
S -0.86 -1.72 -0.72
*
```

---

Version two
# C6H12O4S

The molecule C6H12O4S (the ωB97M-V functional and the def2-TZVPD basis, the OMol25 dataset).

As for the highest occupied orbital energy: -8.7983 eV. Its SMILES is C[C@H]1S[C@H](O)[C@H](O)[C@@H](O)[C@H]1O. Its orbital gap is 9.02 eV. For the molecular weight, the calculation gives 180.22 g mol⁻¹. For the lowest unoccupied orbital energy, the calculation gives 0.224 eV.

The geometry in ORCA input format:
```
! wB97M-V def2-TZVPD RIJCOSX def2/J DEFGRID3
* xyz 0 1
C -3.02 0.11 0.27
C -1.67 -0.16 0.48
C 0.77 -1.41 -0.24
C 1.19 0.04 -0.59
C 0.75 0.96 0.57
C -0.80 1.12 0.41
H -3.26 0.45 -0.79
H -3.17 0.91 1.07
H -3.72 -0.80 0.43
H -1.56 -0.49 1.48
H 1.35 -2.06 -0.97
H 2.11 -1.46 1.27
H 0.77 0.33 -1.55
H 2.91 -0.07 -1.35
H 1.02 0.25 1.39
H 2.25 1.86 -0.22
H -1.13 1.54 1.45
H -0.38 2.58 -0.79
O 1.21 -1.94 1.15
O 2.60 -0.06 -0.42
O 1.40 2.20 0.50
O -0.92 1.81 -0.86
S -0.92 -1.44 -0.62
*
```

---

Tell me which of them is the least stable. Sure, it is version two.

---

Version one
# CH5N3OS

A cluster of 2 separate species, CH5N3OS in total (the ωB97M-V functional and the def2-TZVPD basis, the OMol25 dataset).

As for the highest occupied orbital energy (spin up / spin down): -9.0287 / -9.0276 eV. Its orbital gap (spin up / spin down) is 8.67 / 8.67 eV. For the molecular weight, the calculation gives 107.14 g mol⁻¹. For the lowest unoccupied orbital energy (spin up / spin down), the calculation gives -0.361 / -0.359 eV.

The geometry in ORCA input format:
```
! wB97M-V def2-TZVPD RIJCOSX def2/J DEFGRID3
* xyz 0 1
C -0.96 -0.41 -0.06
N -0.67 0.95 -0.42
N 0.20 -1.15 -0.51
N 0.62 1.27 -0.25
O 2.19 -0.39 1.05
S 1.62 -0.16 -0.26
H -1.09 -0.46 1.04
H -1.87 -0.76 -0.55
H -1.08 1.32 -1.27
H 0.30 -2.08 -0.13
H 0.74 1.88 1.35
*
```

---

Version two
# CH5N3OS

A cluster of 2 separate species, CH5N3OS in total (the ωB97M-V functional and the def2-TZVPD basis, the OMol25 dataset).

As for the highest occupied orbital energy: -8.8338 eV. Its SMILES is N[NH2+][S-].N=C=O. Its orbital gap is 8.95 eV. For the molecular weight, the calculation gives 107.14 g mol⁻¹. For the lowest unoccupied orbital energy, the calculation gives 0.112 eV.

The geometry in ORCA input format:
```
! wB97M-V def2-TZVPD RIJCOSX def2/J DEFGRID3
* xyz 0 1
C 1.82 -0.66 0.34
N 1.85 -0.39 -0.84
N -0.78 1.07 0.76
N -1.19 0.29 -0.46
O 1.91 -0.74 1.50
S -0.73 -1.46 -0.84
H 0.95 -0.77 -1.17
H -0.71 0.80 -1.17
H -1.14 0.51 1.54
H 0.25 0.86 0.83
H -2.23 0.50 -0.48
*
```

---

Version three
# CH5N3OS

The molecule CH5N3OS (the ωB97M-V functional and the def2-TZVPD basis, the OMol25 dataset).

As for the highest occupied orbital energy: -9.5286 eV. Its SMILES is [H]/N=C(\NO)NS. Its orbital gap is 9.77 eV. For the molecular weight, the calculation gives 107.14 g mol⁻¹. For the lowest unoccupied orbital energy, the calculation gives 0.245 eV.

The geometry in ORCA input format:
```
! wB97M-V def2-TZVPD RIJCOSX def2/J DEFGRID3
* xyz 0 1
C 0.09 -0.72 0.35
H -2.77 0.87 -0.58
H 0.36 1.04 0.87
H -0.17 -2.58 0.17
H 1.60 -1.66 0.89
H 1.97 0.24 -0.34
N -0.31 0.59 0.20
N -0.58 -1.75 -0.12
N 1.24 -0.74 1.11
O 2.47 0.13 0.71
S -1.49 1.16 -1.07
*
```

---

Tell me which of them is the least stable. Sure, it is version one.